[1]
The following is a quantum chemistry calculation of a structure of composition C44H59BHgN10S, from the OMol25 dataset.

Geometry as XYZ:
```
116
Properties=species:S:1:pos:R:3:lowdin_charge:R:1
Hg -0.144 0.781 -1.379 1.241
C -1.820 -0.838 -4.805 -0.056
C -0.381 -1.100 -4.364 -0.382
C 0.429 -1.765 -5.478 -0.069
C -0.315 -1.913 -3.110 -0.279
C -0.636 -3.271 -2.924 0.035
C -0.337 -3.538 -1.606 -0.214
C -0.522 -4.868 -0.930 -0.344
C -1.621 -4.828 0.137 -0.048
C 0.765 -5.502 -0.397 -0.062
N 0.099 -2.400 -1.037 0.068
N 0.126 -1.407 -1.973 0.022
B 0.800 -2.254 0.330 -0.486
N 0.068 -1.167 1.208 0.024
N 0.378 0.039 0.770 -0.009
C -0.896 0.983 2.680 -0.111
C -1.128 -0.290 3.052 0.018
C -0.637 -1.409 2.287 -0.189
C -0.824 -2.806 2.842 -0.385
C -2.302 -3.137 3.065 -0.075
C -0.025 -2.992 4.137 -0.047
C -1.461 2.207 3.361 -0.289
C 0.704 3.602 3.545 -0.068
C -1.595 2.019 4.876 -0.079
N 2.301 -1.931 0.201 0.046
N 2.766 -0.991 -0.655 0.135
C 4.074 -0.954 -0.509 -0.286
C 4.490 -1.880 0.472 0.014
C 3.326 -2.481 0.899 -0.217
C 3.184 -3.538 1.958 -0.369
C 3.722 -3.032 3.299 -0.075
C 3.892 -4.830 1.542 -0.065
C 4.911 0.026 -1.285 -0.382
C 4.133 0.647 -2.439 -0.087
C 5.449 1.115 -0.352 -0.079
H -1.824 -0.185 -5.680 0.076
H -2.381 -0.344 -4.010 0.067
H -2.325 -1.775 -5.057 0.072
H 0.074 -0.131 -4.144 0.072
H -0.034 -2.711 -5.776 0.068
H 1.447 -1.976 -5.144 0.080
H 0.482 -1.107 -6.346 0.052
H -1.014 -3.972 -3.651 0.106
H -0.874 -5.514 -1.740 0.126
H -1.336 -4.172 0.972 0.036
H -1.807 -5.828 0.539 0.080
H -2.553 -4.447 -0.284 0.086
H 1.162 -4.954 0.460 0.041
H 1.535 -5.519 -1.170 0.088
H 0.570 -6.531 -0.082 0.076
H 0.708 -3.302 0.894 0.073
H -1.712 -0.508 3.938 0.098
H -0.430 -3.527 2.123 0.066
H -2.729 -2.532 3.866 0.070
H -2.421 -4.188 3.343 0.077
H -2.887 -2.951 2.161 0.077
H -0.360 -2.295 4.909 0.076
H 1.038 -2.810 3.963 0.058
H -0.143 -4.008 4.523 0.077
H -2.474 2.330 2.956 0.146
H 0.797 3.129 4.527 0.059
H 0.997 4.649 3.656 0.069
H 1.423 3.136 2.872 0.064
H -0.678 1.616 5.311 0.072
H -2.405 1.330 5.122 0.066
H -1.815 2.974 5.360 0.074
H 5.495 -2.082 0.811 0.101
H 2.122 -3.759 2.091 0.097
H 4.792 -2.824 3.228 0.073
H 3.570 -3.777 4.085 0.073
H 3.224 -2.108 3.593 0.079
H 4.964 -4.654 1.430 0.075
H 3.512 -5.192 0.586 0.066
H 3.750 -5.612 2.293 0.074
H 5.769 -0.522 -1.695 0.128
H 3.294 1.233 -2.060 0.069
H 3.723 -0.116 -3.102 0.075
H 4.773 1.311 -3.024 0.075
H 4.615 1.652 0.106 0.085
H 6.058 1.836 -0.904 0.068
H 6.056 0.690 0.449 0.065
N -6.208 8.949 0.304 0.084
C -5.460 8.088 0.115 -0.244
C -4.540 7.026 -0.115 -0.286
C -3.664 7.048 -1.209 -0.063
C -2.775 6.024 -1.433 -0.055
C -2.683 4.884 -0.581 -0.183
C -3.568 4.911 0.540 -0.039
C -4.461 5.926 0.759 -0.063
C -1.765 3.801 -0.779 -0.114
C -1.230 3.146 0.454 -0.335
C -0.871 3.921 1.525 -0.061
C -0.732 3.519 2.987 -0.339
C -0.215 1.229 1.387 -0.397
N -1.166 1.780 0.446 -0.053
C -1.409 3.407 -2.108 -0.258
C -2.108 3.843 -3.308 -0.053
C -1.453 3.353 -4.393 -0.052
C -0.352 2.583 -3.926 -0.456
N -0.387 2.595 -2.510 -0.059
H -3.675 7.904 -1.875 0.105
H -2.083 6.110 -2.259 0.103
H -3.539 4.077 1.229 0.103
H -5.133 5.879 1.608 0.102
H -0.902 4.994 1.364 0.099
H -1.297 4.288 3.535 0.122
H 0.607 1.953 1.496 0.122
H -2.997 4.451 -3.314 0.089
H -1.677 3.513 -5.436 0.088
H 1.441 1.552 -4.053 0.027
N -2.799 -0.266 -0.945 0.027
H -3.639 -0.139 -1.494 0.008
H -2.725 0.474 -0.246 -0.014
H -2.836 -1.168 -0.484 0.001
S 0.904 2.053 -6.341 0.338
C 0.676 2.045 -4.655 -0.699
```

Computed properties:
energy relative to the best compared isomer or geometry (same formula, charge and spin)	0.0	kJ/mol
total charge	-2
E_LUMO	3.72	eV
total energy	-2836.11686	a.u.
max |F|	0.0161	hartree/bohr

[2]
The following is a quantum chemistry calculation of a structure of composition C44H60AsHfN8OPSi2Te, from the OMol25 dataset.

Geometry as XYZ:
```
119
Properties=species:S:1:pos:R:3:lowdin_charge:R:1
Hf 0.324 0.472 0.197 1.282
C -4.937 -1.356 1.726 -0.034
N -3.520 -0.939 1.630 -0.084
C -2.737 -0.863 0.571 -0.092
N -1.514 -0.450 0.956 -0.127
C -1.646 -0.329 2.323 -0.202
N -2.846 -0.593 2.744 0.184
C -5.089 -2.845 1.911 -0.204
C -6.329 -3.427 1.666 -0.015
C -6.534 -4.768 1.958 -0.017
C -5.507 -5.540 2.481 0.027
C -4.263 -4.960 2.699 -0.122
C -4.057 -3.613 2.421 0.015
C -3.151 -5.732 3.244 -0.286
N -3.157 -6.788 3.971 0.160
N -1.827 -7.085 4.244 0.159
C -1.127 -6.187 3.655 -0.293
O -1.892 -5.276 2.990 0.105
C 0.322 -6.032 3.572 -0.121
C 1.157 -6.558 4.553 0.027
C 2.529 -6.398 4.439 -0.019
C 3.069 -5.725 3.350 -0.017
C 2.233 -5.225 2.357 -0.222
C 2.837 -4.656 1.102 -0.029
N 2.076 -3.493 0.573 -0.067
C 1.573 -2.459 1.210 -0.098
N 1.030 -1.602 0.313 -0.091
C 1.242 -2.257 -0.891 -0.193
N 1.872 -3.380 -0.755 0.191
C 0.860 -5.377 2.470 0.011
H -5.437 -0.990 0.829 0.141
H -5.318 -0.799 2.583 0.151
H -3.044 -1.116 -0.432 0.151
H -0.846 -0.037 2.991 0.123
H -7.145 -2.837 1.269 0.127
H -7.502 -5.214 1.778 0.128
H -5.660 -6.585 2.716 0.137
H -3.091 -3.182 2.652 0.106
H 0.726 -7.086 5.393 0.137
H 3.182 -6.804 5.198 0.127
H 4.144 -5.624 3.262 0.123
H 2.838 -5.363 0.272 0.151
H 3.860 -4.313 1.262 0.127
H 1.570 -2.367 2.284 0.153
H 0.897 -1.899 -1.849 0.090
H 0.192 -5.039 1.685 0.123
C 2.876 0.227 -2.783 -0.193
P 1.261 0.882 -2.295 0.880
C 1.217 2.626 -2.686 -0.412
C 0.589 3.082 -3.847 -0.068
C 0.725 4.412 -4.216 -0.025
C 1.475 5.281 -3.434 -0.015
C 2.096 4.828 -2.273 -0.045
C 1.974 3.499 -1.897 -0.124
C -0.023 -0.040 -3.151 -0.429
C 0.252 -0.957 -4.164 -0.060
C -0.783 -1.696 -4.724 -0.002
C -2.086 -1.536 -4.271 -0.007
C -2.370 -0.624 -3.260 -0.052
C -1.342 0.120 -2.699 -0.149
H 3.018 0.468 -3.840 0.087
H 2.952 -0.850 -2.637 0.054
H 3.654 0.731 -2.213 0.057
H 0.017 2.406 -4.471 0.120
H 0.259 4.769 -5.125 0.132
H 1.587 6.313 -3.738 0.133
H 2.692 5.505 -1.675 0.124
H 2.513 3.146 -1.021 0.069
H 1.260 -1.098 -4.533 0.122
H -0.573 -2.389 -5.527 0.137
H -2.887 -2.108 -4.721 0.135
H -3.397 -0.472 -2.950 0.120
H -1.590 0.909 -1.987 0.040
C 6.195 1.078 1.963 -0.160
Si 5.079 -0.410 1.983 0.436
C 5.738 -1.834 2.985 -0.148
C 4.581 -0.920 0.237 -0.168
C 3.443 0.083 2.874 -0.500
Te 2.345 1.671 1.925 1.229
C 1.501 2.608 3.680 -0.483
Si 2.038 4.476 3.959 0.457
C 0.484 5.440 4.361 -0.161
C 3.243 4.394 5.374 -0.161
C 2.853 5.082 2.381 -0.207
H 7.110 0.847 1.414 0.057
H 6.493 1.371 2.971 0.053
H 5.751 1.951 1.476 0.026
H 6.675 -2.196 2.558 0.059
H 5.042 -2.676 3.015 0.022
H 5.947 -1.543 4.016 0.056
H 5.387 -0.724 -0.471 0.058
H 3.704 -0.361 -0.118 -0.028
H 4.346 -1.983 0.163 0.025
H 3.647 0.527 3.852 0.029
H 2.755 -0.744 3.037 -0.013
H 1.942 1.981 4.459 0.013
H 0.429 2.422 3.687 -0.025
H 0.697 6.143 5.169 0.054
H -0.341 4.816 4.710 0.039
H 0.136 6.031 3.512 0.038
H 2.796 3.950 6.265 0.052
H 3.564 5.402 5.648 0.058
H 4.144 3.829 5.126 0.041
H 2.202 5.032 1.502 0.011
H 3.783 4.556 2.150 0.022
H 3.116 6.135 2.506 0.058
C -1.587 4.000 -1.273 -0.237
As -1.524 2.692 0.151 1.009
C -3.400 2.282 0.415 -0.248
C -1.112 3.711 1.751 -0.278
H -2.230 4.813 -0.935 0.063
H -2.023 3.546 -2.162 0.048
H -0.594 4.379 -1.495 0.015
H -3.929 3.235 0.436 0.064
H -3.550 1.781 1.370 0.031
H -3.796 1.688 -0.407 0.038
H -1.787 4.566 1.801 0.069
H -0.087 4.076 1.718 0.008
H -1.269 3.100 2.638 0.029
```

Computed properties:
energy relative to the best compared isomer or geometry (same formula, charge and spin)	0.0	kJ/mol
total charge	+4
E_LUMO	-12.40	eV
total energy	-5696.80320	a.u.
max |F|	0.0094	hartree/bohr

[3]
The following is a quantum chemistry calculation of a structure of composition C44H61BFN8ORe, from the OMol25 dataset.

Geometry as XYZ:
```
117
Properties=species:S:1:pos:R:3:lowdin_charge:R:1
Re -0.136 -0.470 0.132 1.504
C 0.328 -4.356 0.740 -0.052
C 1.702 -3.700 0.681 -0.358
C 2.050 -3.022 1.996 -0.057
C 1.836 -2.863 -0.567 -0.235
C 2.632 -3.282 -1.620 0.020
C 2.454 -2.379 -2.651 -0.172
C 3.204 -2.565 -3.956 -0.337
C 4.693 -2.246 -3.760 -0.051
C 2.667 -1.937 -5.233 -0.067
N 1.585 -1.446 -2.218 0.081
N 1.188 -1.739 -0.929 -0.033
B 0.966 -0.186 -2.887 -0.467
N 1.258 1.070 -1.999 0.083
N 0.680 1.205 -0.758 -0.040
C 0.966 2.431 -0.306 -0.233
C 1.764 3.078 -1.248 0.034
C 1.970 2.182 -2.277 -0.190
C 2.987 2.384 -3.371 -0.342
C 4.120 1.370 -3.224 -0.046
C 2.466 2.455 -4.804 -0.057
C 0.635 3.070 1.021 -0.343
C 1.768 2.793 2.012 -0.057
C -0.717 2.762 1.652 -0.065
N -0.577 -0.388 -2.958 0.097
N -1.118 -0.513 -1.732 -0.048
C -2.428 -0.378 -1.811 -0.228
C -2.783 -0.244 -3.157 0.050
C -1.590 -0.227 -3.856 -0.181
C -1.488 0.080 -5.323 -0.351
C -1.323 1.589 -5.528 -0.045
C -0.437 -0.704 -6.098 -0.064
C -4.580 -0.411 -0.518 -0.235
C -4.978 -1.853 -0.845 -0.058
C -4.917 0.114 2.028 -0.034
H 0.272 -5.055 1.577 0.086
H 0.102 -4.895 -0.182 0.091
H -0.441 -3.603 0.889 0.040
H 2.440 -4.493 0.530 0.128
H 1.449 -2.133 2.175 0.043
H 3.104 -2.748 2.014 0.072
H 1.876 -3.724 2.816 0.084
H 3.255 -4.160 -1.640 0.121
H 3.144 -3.647 -4.111 0.136
H 4.851 -1.195 -3.523 0.056
H 5.245 -2.474 -4.674 0.082
H 5.116 -2.837 -2.948 0.077
H 2.793 -0.856 -5.260 0.058
H 1.613 -2.165 -5.370 0.060
H 3.215 -2.351 -6.081 0.087
H 1.424 -0.015 -3.964 0.087
H 2.196 4.060 -1.156 0.120
H 3.404 3.370 -3.146 0.132
H 3.740 0.362 -3.363 0.041
H 4.563 1.422 -2.228 0.088
H 4.899 1.550 -3.968 0.088
H 2.124 1.487 -5.164 0.048
H 3.271 2.788 -5.463 0.082
H 1.645 3.166 -4.892 0.079
H 0.647 4.141 0.796 0.133
H 1.779 1.734 2.254 0.033
H 1.613 3.364 2.929 0.082
H 2.740 3.057 1.593 0.085
H -0.843 1.701 1.862 0.044
H -1.542 3.098 1.028 0.052
H -0.784 3.298 2.602 0.084
H -3.765 -0.106 -3.578 0.121
H -2.468 -0.196 -5.723 0.134
H -0.420 1.941 -5.034 0.061
H -2.169 2.133 -5.105 0.084
H -1.249 1.829 -6.591 0.082
H 0.561 -0.313 -5.909 0.045
H -0.626 -0.620 -7.170 0.084
H -0.449 -1.762 -5.832 0.082
H -4.873 0.156 -1.409 0.133
H -4.323 -2.303 -1.594 0.074
H -5.988 -1.837 -1.261 0.086
H -4.999 -2.494 0.034 0.070
H -4.714 -0.908 2.347 0.075
H -5.639 0.545 2.725 0.083
H -3.993 0.688 2.095 0.082
C -2.726 -4.000 2.823 -0.092
C -2.935 -4.023 1.454 -0.096
C -2.684 -2.889 0.694 -0.083
C -2.296 -1.694 1.299 -0.327
C -2.054 -1.693 2.676 -0.049
C -2.258 -2.838 3.426 -0.074
N -2.074 -0.504 0.549 -0.117
C -3.071 -0.042 -0.483 -0.324
C -2.921 1.476 -0.468 -0.036
C -3.792 2.484 -0.382 -0.074
C -5.239 2.515 -0.165 -0.096
C -5.999 1.518 0.281 -0.072
C -5.493 0.142 0.610 -0.311
H -2.906 -4.888 3.417 0.100
H -3.259 -4.935 0.967 0.109
H -2.775 -2.926 -0.383 0.107
H -1.707 -0.777 3.134 0.107
H -2.069 -2.818 4.492 0.103
H -1.881 1.755 -0.599 0.087
H -3.347 3.472 -0.468 0.100
H -5.709 3.476 -0.344 0.096
H -7.056 1.709 0.442 0.106
H -6.368 -0.514 0.625 0.128
O 3.055 0.085 0.573 -0.094
N 3.898 -0.092 1.519 -0.217
C 3.496 -0.085 2.816 -0.039
C 4.408 -0.247 3.835 -0.043
C 5.752 -0.433 3.556 -0.082
C 6.143 -0.457 2.225 -0.059
C 5.209 -0.286 1.229 -0.015
H 2.426 0.012 2.936 0.103
H 4.043 -0.233 4.853 0.113
H 6.474 -0.562 4.349 0.103
H 7.176 -0.608 1.945 0.108
H 5.421 -0.289 0.171 0.129
F 0.385 -0.250 2.072 -0.517
```

Computed properties:
E_LUMO	0.69	eV
total energy	-2429.53287	a.u.
max |F|	0.0125	hartree/bohr